Record 1
C4H4CoO6 as an isolated structure at a distorted geometry. Source: the OMol25 dataset; level of theory: ωB97M-V with the def2-TZVPD basis set.

The calculation puts the HOMO energy (spin up / spin down) at -15.7493 / -20.0378 eV. As for the total charge: +2. Its multiplicity is 6. The value obtained for the energy above the lowest of the compared OMol25 structures with the same formula, charge and spin is 0.0 kcal/mol.

XYZ file:
```
15
Properties=species:S:1:pos:R:3:forces:R:3:mulliken_spin:R:1
O 2.394335 -0.987308 -0.583337 -0.437 -0.146 -0.009 0.154
C 1.451647 -0.381189 -0.006043 -1.486 -1.083 -0.442 -0.009
O 1.677215 0.689462 0.630047 -0.892 0.592 0.469 0.141
O 0.237816 -0.893893 -0.082799 -0.665 0.592 -0.484 0.042
O -1.605912 -1.249211 1.172018 0.637 1.505 0.159 0.128
C -2.358992 -1.978526 0.291384 -0.532 -0.558 -0.643 0.809
C -0.814123 -0.258572 0.631445 0.194 -2.061 2.173 0.077
Co 3.426002 0.426506 0.104974 3.242 0.815 -0.040 2.736
H -3.137016 -2.558023 0.783757 0.291 0.158 -0.208 0.010
H -1.901361 -2.250171 -0.661105 -0.171 0.005 0.269 0.029
H -0.415722 0.354331 1.446397 -0.154 0.093 -0.210 0.006
C -1.714907 0.637834 -0.294831 1.025 -0.730 -2.557 0.007
O -2.523847 1.391846 0.177032 -0.611 0.454 0.645 0.780
H -1.931888 1.164536 -2.097028 -0.349 0.253 -0.580 0.002
O -1.416671 0.530979 -1.575168 -0.094 0.111 1.460 0.087
```
Positions in Å, forces in eV/Å.



Record 2
CHClNOP in the gas phase at a distorted geometry. Source: the OMol25 dataset; level of theory: ωB97M-V with the def2-TZVPD basis set.

The calculation puts the HOMO energy (spin up / spin down) at -9.1858 / -9.1854 eV. The value obtained for the energy above the lowest of the compared OMol25 structures with the same formula, charge and spin is 49.1 kcal/mol.

XYZ file:
```
6
Properties=species:S:1:pos:R:3:forces:R:3:mulliken_charge:R:1
C 0.718777 -1.267474 -0.345025 2.406 -3.011 -0.582 0.366
N -1.266303 1.091427 -0.115760 -4.549 -0.528 -0.909 -0.493
O 1.410560 -2.098518 0.056598 -1.338 1.277 -0.662 -0.201
P -0.135569 0.271273 0.438723 1.127 0.987 2.406 0.298
Cl 1.490148 1.434122 -0.075026 0.246 -0.187 0.040 -0.225
H -2.217614 0.569172 0.040491 2.108 1.462 -0.293 0.257
```
Positions in Å, forces in eV/Å.



Record 3
A 5-piece molecular cluster, C13H17Cl4F3O9 overall at a distorted geometry. Source: the OMol25 dataset; level of theory: ωB97M-V with the def2-TZVPD basis set.

The calculation puts the HOMO energy at -11.2206 eV. Its SMILES is O=C1OC[C@@H](F)O1.O=C1OC[C@@H](F)O1.O=C1OC[C@@H](F)O1.ClCCCl.ClCCCl. The value obtained for the energy above the lowest of the compared OMol25 structures with the same formula, charge and spin is 0.0 kcal/mol.

XYZ file:
```
46
Properties=species:S:1:pos:R:3:forces:R:3:mulliken_charge:R:1
O -1.619074 -4.040871 3.222359 -0.134 -0.119 -0.266 -0.511
C -1.018504 -3.162522 3.739139 -0.134 -0.107 0.454 0.617
O -1.003280 -1.878540 3.358758 -0.063 0.309 0.083 -0.247
C 0.026608 -1.190247 4.077076 0.582 -0.312 -0.458 -0.345
C 0.369622 -2.139691 5.214822 -0.473 -0.075 0.392 0.301
F -0.204748 -1.716408 6.392260 0.115 -0.012 -0.215 -0.308
O -0.237571 -3.346221 4.842210 0.333 0.140 -0.166 -0.326
H 0.861963 -1.092235 3.382737 0.122 0.146 0.121 0.248
H -0.275386 -0.207410 4.419677 -0.331 -0.059 0.033 0.290
H 1.422541 -2.320057 5.409697 0.058 0.112 -0.019 0.284
O 0.829292 -4.832875 -2.674678 0.023 -0.011 -0.122 -0.495
C 0.553159 -4.666988 -1.538373 0.062 -0.023 0.019 0.564
O 1.430027 -4.349252 -0.561399 -0.063 0.017 -0.027 -0.366
C 0.749569 -4.261067 0.684577 -0.513 0.074 -0.106 -0.152
C -0.733504 -4.337387 0.302957 0.402 -0.092 -0.369 0.282
F -1.290494 -3.083979 0.303982 -0.020 0.038 0.099 -0.224
O -0.702175 -4.788446 -1.021640 -0.072 -0.057 0.053 -0.373
H 1.026405 -5.100480 1.318246 0.159 0.111 0.115 0.282
H 0.959940 -3.286768 1.120764 0.113 -0.119 0.218 0.144
H -1.342747 -5.003715 0.900385 -0.133 0.118 0.095 0.330
O 4.133995 4.316001 -4.152808 0.300 0.053 -0.070 -0.485
C 3.358391 3.485911 -3.838835 -0.450 0.241 0.038 0.544
O 2.041583 3.717522 -3.602881 -0.028 -0.226 -0.099 -0.372
C 1.450213 2.525901 -3.115067 -0.071 -0.617 0.791 0.021
C 2.465201 1.448787 -3.462343 -0.307 0.106 -1.038 0.457
F 2.141291 0.877638 -4.691880 -0.001 0.126 0.376 -0.319
O 3.647742 2.168628 -3.643018 0.052 -0.270 0.284 -0.346
H 1.320886 2.581114 -2.029514 0.218 0.114 -0.052 -0.038
H 0.466965 2.309546 -3.526444 0.129 0.286 -0.440 0.285
H 2.571158 0.620979 -2.770731 0.217 0.133 0.216 0.252
Cl -2.782534 7.091666 0.916783 -0.059 -0.044 -0.060 -0.195
C -1.625519 5.790146 0.545993 0.296 0.126 0.037 -0.422
C -2.203397 4.808885 -0.439440 -0.545 -0.704 0.201 -0.543
Cl -0.890746 3.694497 -0.953301 -0.102 0.141 -0.101 -0.120
H -1.377967 5.299085 1.483263 -0.057 -0.062 -0.010 0.306
H -0.711001 6.233642 0.159315 -0.116 0.142 -0.084 0.331
H -2.695415 5.234856 -1.308808 0.458 0.294 -0.120 0.355
H -2.952422 4.163541 0.020085 0.065 0.132 0.160 0.291
Cl 0.837105 0.140713 -0.025056 0.075 0.195 -0.028 -0.272
C -0.919758 0.044301 -0.366055 -0.345 -0.198 0.623 -0.262
C -1.131683 -0.378937 -1.797119 0.123 -0.016 0.177 -0.204
Cl -2.809937 -0.899793 -2.033055 -0.224 0.119 -0.027 -0.194
H -1.386848 0.991765 -0.108718 0.216 0.167 -0.287 0.294
H -1.315732 -0.679434 0.337507 0.022 -0.275 -0.122 0.269
H -0.504446 -1.234942 -2.026232 0.079 0.055 -0.124 0.275
H -0.928767 0.453141 -2.465197 0.025 -0.098 -0.175 0.097
```
Positions in Å, forces in eV/Å.



Record 4
C6H10NS as an isolated structure at a distorted geometry. Source: the OMol25 dataset; level of theory: ωB97M-V with the def2-TZVPD basis set.

The calculation puts the HOMO energy at -12.6378 eV. As for the total charge: +1. The value obtained for the energy above the lowest of the compared OMol25 structures with the same formula, charge and spin is 80.9 kcal/mol.

XYZ file:
```
18
Properties=species:S:1:pos:R:3:forces:R:3:mulliken_charge:R:1
C 0.977242 -1.489163 -0.723744 -0.315 -2.598 -0.737 -0.409
C 2.123529 -0.968026 -0.258911 -0.993 -0.156 -1.279 -0.035
C 0.026317 1.284843 -0.152859 3.389 -0.089 0.697 0.027
C -0.291988 2.474140 -0.642797 0.331 -1.839 1.346 -0.642
C -0.476438 -1.044880 -0.827485 0.507 2.055 1.058 -0.439
C -0.828009 -0.184349 1.572344 0.468 -2.100 2.922 -0.754
N -0.840525 0.164438 0.161843 1.835 -1.082 -1.540 -0.140
S 2.286225 0.565600 0.430106 -3.228 2.569 -0.297 -0.009
H 1.036995 -2.560610 -1.107085 0.101 1.562 0.282 0.275
H 3.118327 -1.380787 -0.486182 -0.662 -0.487 0.396 0.329
H 0.425471 3.265098 -0.686574 0.266 0.251 -0.402 0.274
H -1.334824 2.647595 -0.799216 -0.593 0.436 -0.358 0.254
H -0.851868 -0.657537 -1.772353 0.871 0.235 -0.477 0.372
H -1.220667 -1.776478 -0.631712 -0.184 -1.162 0.803 0.502
H 0.185302 -0.484720 2.046578 -1.363 -0.241 -1.792 0.304
H -0.904284 0.731365 2.138681 -1.129 0.333 0.127 0.380
H -1.648586 -1.007261 1.789246 1.724 1.941 -0.365 0.351
H -1.782216 0.420734 -0.049877 -1.027 0.373 -0.385 0.360
```
Positions in Å, forces in eV/Å.



E, respectively: -54099.9664, -26400.3771, -90427.6108, -18698.4021 eV.